No. 1
Formula: C35H59F5N3O11P
Source: the Open Molecules 2025 dataset
Level of theory: ωB97M-V with the def2-TZVPD basis set

## Properties
HOMO in eV: -8.485
SMILES: C=Cc1cc(CCCC(F)(F)C(F)(F)F)c2c(c1)C(=O)C(P(=O)(O)O)=CC2=O.COCCNCCOC.COCCNCCOC.COCCNCCOC
Max |F| in eV/Å: 2.15

Last column: Löwdin charge in e.
Geometry (Å):
C 1.8579 -1.7569 0.1517  0.027
C 0.5768 -1.8785 -0.1833  -0.109
C -0.5314 -1.3880 0.6666  -0.206
C -0.3795 -0.2210 1.3681  0.026
C -1.3987 0.2638 2.1510  -0.110
C -1.3320 1.5696 2.9349  -0.104
C 0.0487 2.2635 2.9525  -0.145
C 0.1869 3.5223 2.0696  -0.070
C -0.9460 4.5214 2.1822  -0.433
F -1.5137 4.5108 3.4068  0.125
F -0.4446 5.7771 2.0345  0.105
C -2.0698 4.3809 1.0949  -0.533
F -1.8237 3.3870 0.2308  0.157
F -3.2609 4.1258 1.6516  0.149
F -2.2085 5.4990 0.3870  0.175
C -2.5797 -0.4668 2.2034  -0.049
C -2.7220 -1.6447 1.4892  -0.083
C -1.6941 -2.1107 0.7158  0.040
C -4.0344 -2.3899 1.5508  -0.292
O -4.1030 -3.5994 1.4951  0.135
C -5.2390 -1.4970 1.7285  -0.135
P -6.8639 -1.8419 0.9998  0.454
O -7.9752 -1.4698 1.8735  -0.260
O -6.9391 -0.9207 -0.3401  -0.120
O -6.9259 -3.3319 0.4591  -0.097
C -5.1193 -0.3772 2.4253  0.049
C -3.7685 -0.0422 3.0205  -0.278
O -3.7200 0.4972 4.1082  0.113
H 2.6303 -1.8214 -0.6008  0.053
H 2.1068 -1.5478 1.1896  0.075
H 0.3317 -2.3729 -1.1205  0.110
H 0.5438 0.3313 1.2720  0.111
H -1.5673 1.3189 3.9678  0.119
H -2.1501 2.2012 2.5892  0.102
H 0.8605 1.5948 2.6697  0.100
H 0.2470 2.5543 3.9852  0.116
H 1.0808 4.0515 2.4134  0.132
H 0.4004 3.2586 1.0335  0.128
H -1.8557 -3.0227 0.1543  0.138
H -6.4461 -0.1114 -0.1530  0.072
H -7.8596 -3.5095 0.2715  0.098
H -5.9630 0.2900 2.5802  0.122
C 6.0758 -5.2917 -5.0618  -0.112
O 5.4308 -6.3806 -4.4295  -0.189
C 6.1659 -6.9594 -3.3565  -0.212
C 5.5474 -6.6229 -2.0129  -0.213
N 5.7228 -5.2127 -1.6864  -0.050
C 4.9141 -4.7342 -0.5657  -0.192
C 3.3919 -4.8423 -0.6546  -0.220
O 2.7970 -3.9834 -1.6102  -0.215
C 2.8422 -4.4495 -2.9476  -0.084
H 5.5510 -5.0939 -5.9957  0.091
H 6.0312 -4.3831 -4.4503  0.062
H 7.1193 -5.5243 -5.2914  0.090
H 7.2223 -6.6777 -3.3932  0.122
H 6.1094 -8.0429 -3.4924  0.122
H 6.0210 -7.2313 -1.2364  0.124
H 4.4876 -6.9021 -2.0620  0.103
H 5.4908 -4.6602 -2.5003  0.057
H 5.1594 -3.6761 -0.4387  0.115
H 5.2474 -5.2450 0.3435  0.119
H 2.9953 -4.5206 0.3124  0.116
H 3.0437 -5.8723 -0.7936  0.114
H 2.7493 -5.5356 -3.0157  0.091
H 3.7603 -4.1128 -3.4363  0.066
H 2.0076 -4.0002 -3.4876  0.090
C -8.2650 5.9022 6.9244  -0.114
O -7.2233 6.4571 6.1443  -0.192
C -5.9236 5.9800 6.4735  -0.214
C -5.3806 5.0514 5.4039  -0.211
N -6.0949 3.7796 5.3843  -0.041
C -5.8329 2.9555 4.2051  -0.196
C -6.1626 3.5290 2.8266  -0.230
O -7.5449 3.6796 2.5574  -0.173
C -8.1445 4.8395 3.1042  -0.095
H -9.1576 6.5044 6.7594  0.089
H -8.4914 4.8735 6.6255  0.074
H -8.0214 5.9259 7.9902  0.087
H -5.9055 5.5080 7.4603  0.121
H -5.2746 6.8593 6.5172  0.121
H -4.3206 4.8612 5.5989  0.123
H -5.4589 5.5784 4.4446  0.103
H -7.0880 3.9618 5.4299  0.064
H -6.4182 2.0404 4.3299  0.120
H -4.7819 2.6581 4.2209  0.099
H -5.8040 2.8048 2.0873  0.109
H -5.6261 4.4599 2.6169  0.101
H -7.4610 5.6919 3.1126  0.090
H -8.5203 4.6460 4.1117  0.071
H -9.0043 5.0927 2.4832  0.089
C 4.7983 1.0724 -7.3897  -0.112
O 5.1302 -0.2764 -7.1184  -0.193
C 6.5270 -0.5345 -7.0398  -0.214
C 6.9671 -0.7955 -5.6116  -0.215
N 6.9111 0.4161 -4.8010  -0.049
C 7.0331 0.1900 -3.3611  -0.194
C 6.0025 -0.7018 -2.6708  -0.227
O 4.6984 -0.1547 -2.5903  -0.182
C 3.9165 -0.2732 -3.7653  -0.094
H 3.7451 1.1040 -7.6654  0.089
H 4.9365 1.7087 -6.5094  0.074
H 5.3876 1.4687 -8.2210  0.088
H 7.1122 0.2673 -7.4992  0.122
H 6.7051 -1.4452 -7.6189  0.120
H 7.9944 -1.1726 -5.6165  0.124
H 6.3181 -1.5849 -5.2105  0.094
H 6.0330 0.8854 -4.9745  0.064
H 6.9861 1.1728 -2.8857  0.120
H 8.0325 -0.2088 -3.1590  0.118
H 6.3288 -0.8205 -1.6341  0.121
H 5.9704 -1.7142 -3.0935  0.101
H 4.1225 -1.2008 -4.3055  0.085
H 4.0628 0.5898 -4.4193  0.071
H 2.8667 -0.2740 -3.4687  0.088

No. 2
Formula: C35H62Br10O21
Source: the Open Molecules 2025 dataset
Level of theory: ωB97M-V with the def2-TZVPD basis set

## Properties
HOMO in eV: -9.878
SMILES: C[C@H]1COC(=O)O1.C[C@H]1COC(=O)O1.C[C@H]1COC(=O)O1.C[C@H]1COC(=O)O1.COC(=O)OC.COC(=O)OC.COC(=O)OC.BrCCBr.BrCCBr.BrCCBr.BrCCBr.BrCCBr
Relative energy (zero: lowest compared OMol25 entry of this formula, charge and spin) in eV: 0.000
Max |F| in eV/Å: 5.00

Last column: Löwdin charge in e.
Geometry (Å):
C -3.1394 -7.0776 -2.8404  -0.021
C -2.0070 -7.4600 -1.9021  -0.322
C -2.4464 -7.5210 -0.4022  -0.098
O -2.1712 -8.8430 -0.1105  0.072
C -1.6674 -9.5277 -1.1508  -0.569
O -1.2194 -10.6574 -1.1636  0.140
O -1.5700 -8.7430 -2.1796  0.115
H -3.9490 -7.7771 -2.6322  0.089
H -2.8582 -7.1871 -3.8878  0.088
H -3.6115 -6.1222 -2.6114  0.089
H -1.1940 -6.7349 -1.9393  0.150
H -3.5160 -7.3510 -0.2791  0.131
H -1.8752 -6.8968 0.2850  0.135
C 7.8327 -11.1849 -0.3255  -0.009
C 7.3567 -9.7615 -0.6712  -0.287
C 6.2036 -9.6430 -1.6717  -0.198
O 5.1680 -9.1414 -1.0278  0.098
C 5.5431 -8.8006 0.2368  -0.526
O 4.8266 -8.2596 1.0600  0.139
O 6.7654 -9.2173 0.4826  0.108
H 8.4696 -11.7432 -1.0117  0.081
H 6.9802 -11.8415 -0.1515  0.091
H 8.4854 -11.1138 0.5445  0.083
H 8.0885 -9.0799 -1.1048  0.152
H 5.8958 -10.5676 -2.1599  0.136
H 6.4766 -9.0756 -2.5615  0.132
C 1.2623 -0.0120 0.4313  -0.010
C 0.4373 0.8406 -0.6425  -0.288
C -0.3572 2.0326 -0.0590  -0.048
O 0.5054 3.2211 -0.3271  0.061
C 1.3634 2.8309 -1.3084  -0.581
O 1.9853 3.6090 -1.9619  0.160
O 1.3131 1.5128 -1.5132  0.076
H 1.8718 0.6912 0.9988  0.082
H 1.8400 -0.8295 -0.0001  0.078
H 0.5900 -0.4400 1.1748  0.074
H -0.1246 0.1039 -1.2166  0.145
H -0.4486 2.0025 1.0268  0.125
H -1.3671 2.0208 -0.4690  0.127
C -10.6079 1.6623 -1.1645  -0.027
C -9.6875 0.7242 -1.9174  -0.336
C -8.5623 1.4437 -2.6620  -0.119
O -7.3874 0.7775 -2.2959  0.062
C -7.6613 -0.1491 -1.3262  -0.537
O -6.8411 -0.8676 -0.8701  0.174
O -8.9882 -0.1401 -1.0443  0.097
H -11.0955 2.3610 -1.8443  0.090
H -10.0635 2.2400 -0.4176  0.094
H -11.3813 1.0188 -0.7450  0.088
H -10.3357 0.2118 -2.6282  0.150
H -8.3914 2.4551 -2.2931  0.130
H -8.7395 1.5581 -3.7314  0.135
Br 0.9553 12.9491 -4.3357  0.610
C 0.3862 12.8876 -2.4664  -0.701
C 0.7552 11.5808 -1.8337  -0.725
Br -0.3769 11.1752 -0.3020  0.614
H -0.6931 12.8123 -2.5989  0.032
H 0.6947 13.7964 -1.9497  0.068
H 1.7742 11.5549 -1.4475  0.055
H 0.7048 10.7858 -2.5778  0.046
Br 4.3409 6.0586 5.6241  0.512
C 3.4256 6.5001 3.8877  -0.583
C 4.4082 7.3132 2.9338  -0.671
Br 6.2751 6.7326 2.8555  0.562
H 2.5446 7.0909 4.1384  0.049
H 3.1245 5.5134 3.5359  0.040
H 4.4513 8.3314 3.3204  0.041
H 4.0615 7.4275 1.9068  0.049
Br 0.6766 -1.6058 9.4947  0.587
C 2.2926 -0.6690 8.7735  -0.673
C 2.8748 -1.6928 7.8374  -0.619
Br 4.3559 -0.7004 6.7741  0.498
H 2.9242 -0.5665 9.6559  0.050
H 2.2128 0.3427 8.3757  0.056
H 2.2393 -1.9125 6.9795  0.037
H 3.2406 -2.5235 8.4409  0.063
Br -5.6234 10.4988 -5.0652  0.512
C -4.9927 9.4002 -3.4467  -0.614
C -5.8188 8.2389 -3.0888  -0.718
Br -5.5355 7.5261 -1.3016  0.615
H -5.1818 10.1850 -2.7143  0.035
H -3.9377 9.1934 -3.6262  0.066
H -5.5520 7.4233 -3.7609  0.058
H -6.9000 8.3602 -3.0218  0.046
Br -7.3403 0.4762 8.1014  0.591
C -6.3819 1.7525 9.2271  -0.652
C -5.9485 2.9789 8.4039  -0.666
Br -4.1704 3.0475 7.4634  0.545
H -5.4511 1.2800 9.5410  0.048
H -7.1237 1.9540 9.9998  0.052
H -5.9500 3.8430 9.0683  0.048
H -6.7337 3.1847 7.6763  0.034
C -1.6629 -10.4887 6.0255  -0.064
O -2.7815 -9.6528 5.8173  -0.011
C -2.7763 -8.4078 6.3843  -0.573
O -2.0136 -8.0624 7.2857  0.100
O -3.7053 -7.6481 5.8716  0.005
C -3.6363 -6.2370 5.9179  -0.032
H -1.8361 -11.4744 5.5936  0.093
H -1.4400 -10.6094 7.0856  0.094
H -0.7734 -10.1320 5.5061  0.097
H -4.4931 -5.7079 5.5006  0.096
H -2.7445 -5.9708 5.3504  0.100
H -3.4976 -5.9223 6.9522  0.095
C 12.3091 1.4929 -4.1295  0.012
O 10.9605 1.3201 -3.6358  -0.002
C 10.5326 0.4012 -2.8415  -0.702
O 11.2213 -0.4747 -2.3286  0.091
O 9.2953 0.5530 -2.6549  0.038
C 8.5462 -0.2872 -1.8190  -0.030
H 12.3928 0.8070 -4.9724  0.100
H 12.9633 1.2815 -3.2836  0.097
H 12.2483 2.5475 -4.3983  0.097
H 9.0595 -0.6832 -0.9428  0.101
H 8.0747 -1.0708 -2.4121  0.101
H 7.7732 0.3897 -1.4551  0.097
C -1.6598 3.0950 -8.3802  -0.051
O -0.5164 3.8844 -8.7069  -0.042
C -0.4605 5.2585 -8.4206  -0.606
O -1.3138 5.9032 -7.8759  0.121
O 0.6731 5.7434 -8.7526  0.006
C 0.9360 7.1377 -8.9292  0.002
H -1.5302 2.6841 -7.3790  0.094
H -1.7160 2.2446 -9.0596  0.087
H -2.5094 3.7539 -8.5594  0.092
H 1.7031 7.2407 -9.6967  0.095
H 1.3963 7.4186 -7.9820  0.102
H -0.0224 7.5968 -9.1719  0.102

No. 3
Formula: C35H65F5O28P3
Source: the Open Molecules 2025 dataset
Level of theory: ωB97M-V with the def2-TZVPD basis set

## Properties
HOMO in eV: -2.927
Relative energy (zero: lowest compared OMol25 entry of this formula, charge and spin) in eV: 8.334
Charge: -1
Max |F| in eV/Å: 6.86

Last column: Löwdin charge in e.
Geometry (Å):
C 0.6934 2.2453 -3.1805  -0.154
C -0.5613 1.8252 -2.4213  -0.590
O -1.8439 2.0022 -2.9782  -0.454
H 1.1866 3.0392 -2.6196  0.032
H 0.4797 2.6617 -4.1649  0.044
H 1.4531 1.4681 -3.2636  0.040
H -0.5076 2.1920 -1.3962  0.052
H -0.3732 0.7807 -2.1727  0.047
C -1.6999 1.4638 -9.0415  -0.001
C -1.2381 2.6729 -9.8360  -0.406
O -1.3702 2.2127 -11.1388  0.140
C -2.1932 1.1117 -11.2025  -0.586
O -2.5386 0.5823 -12.2381  0.145
O -2.5104 0.7454 -10.0271  0.123
F -0.0570 3.1598 -9.5523  0.123
H -2.3031 1.8176 -8.2054  0.146
H -0.7532 1.0247 -8.7269  0.146
H -1.9500 3.4062 -9.4572  0.167
C -8.3502 4.1344 -1.3914  -0.073
C -8.0629 4.8281 -0.0233  -0.262
O -9.2811 4.6152 0.5398  0.133
C -9.8519 3.4805 0.0459  -0.490
O -10.9109 2.9857 0.4183  0.145
O -9.1188 3.0236 -0.9969  0.084
F -8.0674 6.2067 -0.3460  0.007
H -7.4899 3.8333 -1.9892  0.142
H -8.8233 4.8885 -2.0205  0.139
H -7.1288 4.5638 0.4724  0.175
C -1.8977 7.2860 -4.1914  -0.041
C -3.2039 7.4407 -3.4398  -0.396
O -4.1271 7.6853 -4.3665  0.201
C -3.6424 7.1970 -5.4895  -0.571
O -4.1717 7.0592 -6.5904  0.123
O -2.3871 6.8215 -5.4319  0.090
F -3.1981 8.4796 -2.6064  0.107
H -1.1866 6.5266 -3.8662  0.151
H -1.4351 8.2446 -4.4265  0.142
H -3.3114 6.4525 -2.9925  0.184
C 6.3318 7.7116 -4.6357  -0.001
C 5.9480 6.3504 -4.3264  -0.420
O 7.1524 5.6708 -4.0104  0.166
C 8.0707 6.5303 -3.6270  -0.543
O 9.1784 6.3786 -3.0282  0.084
O 7.6243 7.7365 -3.9087  0.069
F 5.5527 5.7673 -5.3674  0.172
H 5.6803 8.4137 -4.1155  0.140
H 6.4808 8.0431 -5.6633  0.149
H 5.2548 6.2911 -3.4873  0.184
C -7.1707 -1.4092 -5.3040  -0.096
C -7.2726 -2.9190 -5.1368  -0.252
O -8.3759 -3.2422 -5.9937  0.170
C -9.0590 -2.1545 -6.1731  -0.544
O -10.0480 -2.1251 -6.8822  0.143
O -8.4912 -1.0328 -5.5661  0.067
F -7.5484 -3.1160 -3.8107  0.049
H -6.5378 -1.0387 -6.1104  0.143
H -6.8620 -0.9118 -4.3845  0.147
H -6.2881 -3.3838 -5.1916  0.174
C -0.0266 -4.0904 1.2737  -0.083
C -0.4195 -5.1746 2.1411  -0.352
O -0.1061 -4.9395 3.4735  -0.176
P 1.3801 -5.3213 4.1291  0.572
O 2.0033 -6.6213 3.6749  -0.258
O 2.3457 -4.0428 3.8982  -0.188
C 3.6374 -3.9857 4.3953  -0.307
C 4.3422 -2.6009 4.2443  -0.048
O 1.0941 -5.1604 5.7355  -0.188
C 0.3077 -6.0796 6.4217  -0.308
C 0.4420 -5.8045 7.9082  -0.080
H 0.1316 -3.2394 1.9361  0.090
H 0.9987 -4.2047 0.9219  0.076
H -0.6502 -3.9323 0.3938  0.094
H -1.5051 -5.2707 2.1530  0.125
H -0.0459 -6.1130 1.7314  0.123
H 3.5540 -4.1855 5.4636  0.106
H 4.2674 -4.8062 4.0518  0.116
H 3.5267 -1.9053 4.4424  0.075
H 5.1322 -2.6166 4.9951  0.073
H 4.7305 -2.3708 3.2521  0.070
H -0.7373 -6.0749 6.1118  0.123
H 0.7480 -7.0701 6.3072  0.117
H 0.0174 -6.5696 8.5582  0.076
H 1.4606 -5.7663 8.2943  0.075
H 0.0163 -4.8220 8.1120  0.076
C 6.8790 -9.1928 -4.7235  -0.079
C 5.7780 -9.6155 -3.8065  -0.250
O 5.3307 -8.3051 -3.2968  -0.233
P 3.7936 -8.2047 -2.7548  0.497
O 3.3438 -9.3671 -1.9582  -0.234
O 3.5832 -6.7286 -2.0355  -0.179
C 4.6855 -5.8444 -2.0485  -0.286
C 4.1829 -4.3754 -1.9720  -0.061
O 2.9946 -7.9600 -4.1295  -0.179
C 1.6202 -8.1571 -4.0697  -0.317
C 1.1239 -9.4137 -4.7979  -0.066
H 6.5319 -8.3704 -5.3491  0.087
H 7.6312 -8.8313 -4.0223  0.084
H 7.1097 -10.1196 -5.2487  0.084
H 4.9432 -10.0936 -4.3190  0.115
H 6.1804 -10.2038 -2.9818  0.123
H 5.3609 -6.0348 -1.2144  0.120
H 5.1274 -5.9248 -3.0416  0.105
H 4.9730 -3.6250 -1.9982  0.073
H 3.5842 -4.0936 -2.8382  0.076
H 3.6074 -4.2592 -1.0536  0.068
H 1.2821 -8.2262 -3.0357  0.112
H 1.1212 -7.3611 -4.6224  0.118
H 1.1075 -10.2692 -4.1227  0.075
H 0.1638 -9.1854 -5.2606  0.072
H 1.8339 -9.5764 -5.6088  0.074
C 0.1227 3.3043 6.1981  -0.087
C 0.8807 3.5852 7.4560  -0.292
O -0.1585 3.7148 8.4022  -0.190
P 0.0481 4.8716 9.5283  0.578
O 0.9329 6.0410 9.1975  -0.255
O -1.5213 5.3139 10.0141  -0.203
C -2.3288 6.1628 9.2698  -0.306
C -2.4203 7.5149 9.9908  -0.078
O 0.5757 3.9900 10.7824  -0.199
C 1.3019 4.5528 11.8131  -0.299
C 2.7898 4.3891 11.4558  -0.055
H -0.6273 4.0427 5.9146  0.083
H 0.7138 3.2209 5.2861  0.081
H -0.3540 2.3366 6.3544  0.082
H 1.2982 2.6201 7.7431  0.127
H 1.5093 4.4573 7.2762  0.120
H -1.8630 6.3295 8.2985  0.111
H -3.3285 5.7412 9.1644  0.119
H -1.5359 8.1519 9.9813  0.070
H -3.1082 8.2700 9.6104  0.070
H -2.6168 7.3191 11.0449  0.073
H 0.9539 5.5790 11.9320  0.114
H 0.9282 4.0246 12.6903  0.119
H 2.9680 3.3760 11.0954  0.073
H 2.9531 4.9547 10.5384  0.069
H 3.4811 4.5178 12.2886  0.074

In the order shown, the computed frontier orbital gap values come out to 0.26595; 0.36335; 0.16990 Eh.